ORCA calculation (wB97M-V/def2-TZVPD) on a gas-phase ion, C6H12NS (charge +1) in a non-equilibrium geometry.

For the HOMO-LUMO gap (spin up / spin down), the calculation gives 7.80 / 7.80 eV. As for the expectation value of S²: 2.013. Its spin multiplicity is 3. The energy is -688.2623 Ha. The value obtained for the energy above the lowest of the compared OMol25 structures with the same formula, charge and spin is 247.7 kJ/mol. Its charge is +1.

Geometry (Å):
C: 0.02303 -1.47090 -1.47899
C: -0.05186 -0.03473 0.21288
C: -0.08064 -1.45695 0.07456
C: -1.08417 -2.27271 0.97937
C: 0.35194 1.91663 -1.15708
C: -0.08316 2.17951 1.17569
N: -0.05904 1.24556 0.01975
S: 1.69345 -1.65426 0.78019
H: 0.93632 -1.31813 -1.92910
H: -0.87536 -0.93047 -1.88456
H: -0.75365 -3.25285 0.82926
H: -0.88728 -2.08796 2.10068
H: -2.06519 -2.09390 0.66435
H: 0.11407 2.92182 -0.94323
H: 1.38287 1.83367 -1.56211
H: -0.33162 1.59493 -2.01388
H: -0.53801 3.19043 0.83166
H: -0.71221 1.77859 1.94666
H: 0.87163 2.34524 1.65356
H: 2.14890 -2.43352 -0.29965